(1)
51
Properties=species:S:1:pos:R:3:forces:R:3 method="wB97M-V/def2-TZVPD" orbital_gap_ev=4.254 homo_energy_ev=-5.993 de_lowest_ev=2.413
C -0.543 0.494 -1.456 0.853 -1.095 -0.165
C 1.269 -3.452 -1.688 -0.023 -0.148 -0.024
H 3.157 -0.443 -0.204 0.053 0.161 0.159
H 3.877 -1.486 3.817 0.020 -0.025 0.069
H -3.110 2.250 -3.953 0.023 0.138 0.266
H 3.084 0.727 1.825 0.247 -0.092 0.314
C -1.174 1.704 -1.252 -1.680 1.494 -1.405
C -2.664 3.554 -1.799 0.063 0.193 0.480
H 1.029 0.803 -0.083 0.179 0.354 0.394
H -2.399 -1.904 1.379 -0.004 0.138 -0.090
C -0.848 -1.330 2.778 -0.109 -0.407 0.153
H -3.718 1.267 3.010 0.157 -0.025 -0.033
C -2.263 -1.836 2.464 0.149 0.149 0.076
H 5.036 -0.537 2.887 -0.136 0.214 -0.012
C 4.019 -0.933 2.890 -0.408 -0.308 0.096
H -0.922 -0.147 -2.228 -0.144 -0.276 -0.248
H -3.600 0.539 1.434 0.049 -0.042 -0.137
C 2.964 0.147 2.753 0.770 0.659 0.029
H -0.439 -2.185 -1.744 -0.222 -0.032 -0.073
C -3.305 -0.878 3.051 -0.016 -0.091 -0.066
H -0.094 -1.904 2.222 -0.233 -0.134 0.087
H 3.001 0.866 3.584 0.310 -0.080 -0.243
H 0.737 -4.304 -2.080 -0.066 -0.118 -0.067
C 1.271 -1.141 -0.969 0.568 -1.001 -0.236
N -2.147 2.212 -2.063 1.582 -0.585 0.783
C -1.731 1.019 2.310 0.934 -0.780 0.266
C 2.627 -1.289 -0.609 -0.681 0.399 -0.099
C 3.281 -2.482 -0.808 0.155 -0.219 -0.058
H -3.156 -0.825 4.138 0.045 0.051 -0.113
O 1.071 1.710 2.136 0.876 -0.209 -0.110
O -1.594 2.209 2.051 -0.240 1.738 -0.840
C -3.157 0.524 2.434 -0.390 -0.820 0.385
H -3.262 3.547 -0.891 -0.016 0.034 0.097
C -0.637 0.128 2.495 0.358 -0.689 -0.423
H -1.629 1.313 -3.896 0.114 -0.053 -0.006
H -4.323 -1.267 2.905 0.171 0.115 -0.027
C 0.740 0.569 2.439 -2.284 0.942 -0.202
H 3.121 -4.506 -1.487 0.047 -0.099 -0.006
H 4.324 -2.574 -0.545 0.081 0.006 0.047
C 0.600 0.107 -0.781 -1.328 0.734 -0.023
C 2.606 -3.568 -1.344 0.058 0.063 0.017
C 0.609 -2.258 -1.513 0.141 0.487 0.258
H -0.626 -1.506 3.836 -0.078 -0.314 0.124
C -2.520 1.581 -3.332 0.151 -0.364 0.239
H -3.104 0.682 -3.157 -0.064 -0.131 0.015
H -0.858 2.318 -0.428 -0.107 0.348 0.479
H 3.936 -1.652 2.076 -0.007 -0.057 -0.097
O 1.664 -0.397 2.749 -0.024 -0.262 -0.125
H -2.400 -2.861 2.836 0.029 0.212 0.084
H -3.279 3.918 -2.618 0.080 -0.245 -0.046
H -1.833 4.244 -1.665 -0.006 0.074 0.054

(2)
54
Properties=species:S:1:pos:R:3:forces:R:3 method="wB97M-V/def2-TZVPD" orbital_gap_ev=7.735 homo_energy_ev=-7.576 de_lowest_ev=1.266 smiles="CCCCC1=CC2=CC(=O)[C@@](C)(OC(=O)CC)C(=O)C2=CN1C(CO)CO"
H 6.526 1.486 1.452 0.027 -0.046 0.127
H 4.197 0.815 0.722 -0.042 0.031 0.028
H 3.272 -3.031 1.422 -0.090 0.051 -0.015
H -6.850 -2.539 -0.186 -0.054 -0.057 0.020
C 5.698 1.716 -0.531 -0.129 0.069 0.290
H 5.747 2.441 -1.346 0.023 -0.038 -0.105
H 1.187 2.586 -1.344 0.130 0.062 -0.082
H -5.141 -2.894 0.093 0.030 -0.098 0.045
H -6.234 -0.249 -0.991 0.018 0.015 -0.056
H 3.270 1.885 -1.984 -0.062 -0.076 -0.024
C -1.833 -0.267 0.780 -0.084 -0.284 0.171
C 3.023 -1.962 1.371 -0.115 -0.135 -0.438
C 0.497 -0.752 0.296 -0.589 0.282 0.172
H -5.446 -1.503 -1.980 0.046 0.123 0.052
C 0.983 1.638 -0.871 0.187 -0.125 -0.026
H 3.821 0.236 -1.788 0.000 0.013 -0.050
O 3.316 -3.635 -1.256 0.414 -0.272 0.092
H 3.653 -1.235 -0.541 -0.180 -0.049 0.063
H 6.220 3.158 0.988 -0.002 0.108 0.092
O 4.054 -1.192 1.928 0.377 0.243 0.242
H -5.944 -1.644 1.043 -0.028 -0.036 0.093
C -3.019 1.353 2.237 -0.147 -0.208 -0.265
H -2.089 1.842 2.517 0.079 0.059 0.042
C -2.709 2.017 -0.142 -0.140 -0.214 -0.059
H 1.866 -2.414 -1.896 -0.064 0.003 0.144
H 2.151 -1.784 2.004 0.018 -0.134 -0.094
H 0.319 -1.718 0.743 0.009 -0.084 0.035
C 4.246 1.533 -0.099 0.235 -0.102 -0.350
C 6.567 2.193 0.626 -0.022 -0.060 -0.254
N 1.740 -0.500 -0.176 -0.100 0.223 -0.007
C -2.913 0.813 0.807 -0.315 0.059 0.114
H -3.221 0.530 2.919 0.035 -0.059 0.038
C -4.153 -0.463 -0.662 -0.304 -0.311 -0.711
C 1.980 0.726 -0.776 -0.197 0.474 -0.317
O -2.042 -1.367 1.250 0.031 0.210 0.018
C -1.370 2.299 -0.554 0.387 0.177 -0.109
H 7.602 2.297 0.311 0.123 0.040 0.062
C -0.348 1.413 -0.389 -0.406 0.019 0.073
H -1.217 3.215 -1.104 0.040 0.119 -0.038
C -5.501 -1.057 -0.986 0.122 -0.037 0.099
C 2.715 -1.574 -0.095 0.263 -0.662 0.104
H 6.089 0.768 -0.912 -0.013 -0.022 -0.097
O -3.159 -0.576 -1.341 -0.019 0.102 -0.027
C 3.356 1.072 -1.263 0.075 0.034 0.316
C -0.532 0.134 0.244 0.670 -0.283 -0.077
O -3.682 2.681 -0.456 0.068 -0.078 0.125
H 3.541 -4.181 -0.496 -0.065 0.002 -0.082
H 1.440 -3.326 -0.434 -0.030 0.045 -0.038
O -4.168 0.197 0.490 0.106 0.271 0.593
H 4.895 -1.426 1.518 -0.105 -0.024 0.037
H -3.835 2.069 2.280 -0.004 0.084 -0.021
H 3.858 2.480 0.281 -0.067 0.016 0.059
C 2.247 -2.784 -0.940 -0.118 0.467 0.071
C -5.885 -2.102 0.060 -0.019 0.092 -0.076